[1]
Computed, not measured: a 7-piece molecular cluster, C46H52ClN8O3 overall at a distorted geometry, with ωB97M-V/def2-TZVPD.

Calculated values
Calculated total energy: -2907.5378 hartree
Charge: -1
Multiplicity: 1

Each line ends with the Mulliken charge.
Element x y z (Å)
C (-3.567, -1.389, 6.076)  -0.843
C (-4.134, -0.378, 4.917)  0.523
C (-5.497, 0.509, 5.295)  -0.524
C (-6.139, 1.554, 4.207)  -0.320
C (-5.425, 1.779, 2.744)  -0.524
C (-4.092, 0.886, 2.410)  -0.320
C (-3.412, -0.231, 3.454)  -0.029
C (-2.074, -1.105, 2.961)  0.354
N (-2.361, -1.869, 1.697)  -0.237
C (-2.328, -3.366, 1.850)  0.762
C (-3.074, -3.963, 3.183)  -0.922
C (-4.679, -3.642, 3.284)  -0.276
C (-5.356, -4.184, 4.714)  -0.399
Cl (-6.747, -5.403, 4.386)  -0.270
C (-0.854, -4.065, 1.699)  -0.793
C (0.303, -3.508, 2.710)  -0.485
C (1.013, -2.214, 1.938)  0.326
N (1.371, -0.900, 2.651)  -0.586
O (1.303, -2.225, 0.606)  -0.631
C (-3.217, -3.957, 0.558)  0.001
O (-3.438, -3.277, -0.571)  -0.698
O (-3.776, -5.348, 0.599)  -0.761
H (-4.328, -1.452, 6.991)  0.281
H (-3.386, -2.493, 5.734)  0.030
H (-2.555, -1.000, 6.532)  0.305
H (-5.991, 0.327, 6.361)  0.204
H (-7.114, 2.133, 4.523)  0.260
H (-5.884, 2.531, 1.968)  0.287
H (-3.514, 0.991, 1.371)  0.275
H (-1.279, -0.264, 2.666)  -0.043
H (-1.578, -1.712, 3.828)  0.040
H (-3.363, -1.630, 1.452)  0.441
H (-2.981, -5.151, 3.106)  0.359
H (-2.458, -3.679, 4.158)  0.193
H (-5.264, -4.247, 2.438)  0.400
H (-4.973, -2.520, 3.135)  0.051
H (-4.521, -4.703, 5.356)  0.334
H (-5.801, -3.213, 5.242)  0.194
H (-1.006, -5.219, 1.964)  0.454
H (-0.575, -4.039, 0.558)  0.215
H (-0.049, -3.265, 3.799)  0.213
H (1.143, -4.334, 2.776)  0.399
H (2.388, -0.753, 2.387)  0.358
H (0.863, -0.168, 2.075)  0.329
N (1.611, -4.051, -5.055)  -0.654
C (0.484, -3.423, -4.653)  -0.235
C (0.330, -2.841, -3.405)  -0.508
C (1.394, -2.909, -2.511)  -0.042
C (2.567, -3.550, -2.896)  -0.357
C (2.627, -4.099, -4.167)  -0.267
H (-0.319, -3.400, -5.384)  0.380
H (-0.597, -2.348, -3.136)  0.426
H (1.310, -2.465, -1.524)  0.555
H (3.413, -3.620, -2.223)  0.392
H (3.522, -4.607, -4.515)  0.363
N (2.780, 1.116, -7.301)  -0.563
C (2.271, 0.035, -6.669)  -0.315
C (2.928, -1.181, -6.571)  0.163
C (4.183, -1.300, -7.159)  -0.319
C (4.733, -0.205, -7.818)  -0.384
C (4.001, 0.970, -7.860)  -0.255
H (1.288, 0.177, -6.230)  0.389
H (2.473, -2.015, -6.049)  0.204
H (4.729, -2.237, -7.104)  0.383
H (5.709, -0.265, -8.287)  0.351
H (4.388, 1.854, -8.360)  0.351
N (4.234, 0.914, 2.033)  -0.450
C (4.800, 1.711, 2.966)  -0.303
C (4.938, 3.083, 2.827)  -0.466
C (4.471, 3.676, 1.659)  0.217
C (3.885, 2.881, 0.679)  -0.644
C (3.789, 1.519, 0.911)  -0.280
H (5.152, 1.201, 3.858)  0.347
H (5.399, 3.674, 3.610)  0.356
H (4.562, 4.748, 1.513)  0.384
H (3.511, 3.313, -0.243)  0.405
H (3.336, 0.857, 0.178)  0.450
N (4.766, 7.118, 0.810)  -0.467
C (5.476, 7.344, -0.317)  -0.186
C (6.511, 8.261, -0.406)  -0.284
C (6.838, 8.996, 0.729)  -0.326
C (6.124, 8.787, 1.905)  -0.395
C (5.108, 7.845, 1.896)  -0.218
H (5.181, 6.748, -1.176)  0.448
H (7.049, 8.399, -1.337)  0.332
H (7.642, 9.725, 0.698)  0.351
H (6.354, 9.344, 2.806)  0.363
H (4.524, 7.644, 2.790)  0.367
N (-11.188, -5.685, 1.015)  -0.582
C (-10.172, -5.814, 1.897)  -0.298
C (-8.946, -5.185, 1.757)  0.465
C (-8.744, -4.376, 0.643)  -0.296
C (-9.770, -4.226, -0.284)  -0.427
C (-10.963, -4.893, -0.055)  -0.221
H (-10.377, -6.458, 2.747)  0.359
H (-8.167, -5.322, 2.498)  -0.130
H (-7.795, -3.868, 0.499)  0.452
H (-9.645, -3.603, -1.162)  0.358
H (-11.795, -4.804, -0.748)  0.332
N (5.874, 5.727, -3.719)  -0.389
C (6.948, 6.406, -4.178)  -0.183
C (7.138, 6.740, -5.509)  -0.507
C (6.171, 6.352, -6.429)  -0.109
C (5.054, 5.650, -5.988)  -0.494
C (4.950, 5.365, -4.636)  -0.169
H (7.677, 6.683, -3.421)  0.384
H (8.020, 7.289, -5.820)  0.340
H (6.286, 6.595, -7.482)  0.364
H (4.282, 5.333, -6.681)  0.376
H (4.095, 4.823, -4.242)  0.389

***

[2]
Computed, not measured: C46H52CrN2O8S2Se as an isolated structure at a distorted geometry, with ωB97M-V/def2-TZVPD.

Calculated values
Calculated total energy: -6737.9608 hartree
Charge: -1
Multiplicity: 2
Expectation value of S²: 0.77

Each line ends with the Mulliken charge.
Element x y z (Å)
Cr (0.567, -1.245, -1.971)  0.628
C (0.035, 1.577, 5.276)  -1.985
C (0.998, 2.509, 4.544)  2.293
C (2.193, 2.787, 5.468)  -1.831
C (0.265, 3.827, 4.261)  -1.729
C (1.486, 1.903, 3.234)  -0.849
C (0.988, 0.713, 2.706)  0.032
C (1.482, 0.221, 1.512)  0.280
Se (0.785, -1.389, 0.713)  0.008
C (-1.100, -1.162, 0.940)  -0.185
C (-1.718, -1.255, 2.184)  -0.576
C (-3.093, -1.123, 2.285)  -0.647
C (-3.800, -0.921, 1.096)  -0.227
C (-3.227, -0.864, -0.164)  -0.574
C (-1.822, -1.007, -0.242)  0.175
O (-1.205, -1.081, -1.410)  0.589
C (-4.091, -0.724, -1.420)  2.520
C (-3.912, -1.967, -2.310)  -1.130
C (-5.579, -0.610, -1.074)  -2.532
C (-3.704, 0.530, -2.218)  -1.606
C (-3.845, -1.176, 3.614)  2.208
C (-5.014, -2.168, 3.526)  -1.822
C (-4.393, 0.222, 3.934)  -1.505
C (-2.942, -1.619, 4.765)  -1.945
C (2.621, 0.785, 0.861)  0.839
O (3.243, 0.104, 0.010)  -0.922
C (3.004, 2.105, 1.306)  0.261
C (2.460, 2.574, 2.480)  -0.929
C (3.997, 3.011, 0.561)  2.296
C (3.315, 4.362, 0.287)  -1.525
C (5.240, 3.235, 1.433)  -1.836
C (4.456, 2.475, -0.800)  -1.734
H (-0.236, 2.009, 6.242)  0.523
H (0.483, 0.596, 5.455)  0.369
H (-0.885, 1.434, 4.708)  0.212
H (1.847, 3.154, 6.438)  0.446
H (2.861, 3.539, 5.044)  0.331
H (2.775, 1.877, 5.628)  0.358
H (-0.059, 4.299, 5.193)  0.473
H (-0.615, 3.651, 3.638)  0.303
H (0.910, 4.530, 3.730)  0.309
H (0.189, 0.193, 3.205)  0.102
H (-1.115, -1.462, 3.054)  0.747
H (-4.873, -0.802, 1.168)  0.331
H (-3.955, -2.885, -1.716)  0.182
H (-2.964, -1.916, -2.841)  -0.027
H (-4.706, -2.009, -3.061)  0.537
H (-5.971, -1.518, -0.607)  0.427
H (-6.135, -0.444, -1.997)  0.463
H (-5.777, 0.236, -0.410)  0.443
H (-2.685, 0.470, -2.587)  0.032
H (-3.787, 1.425, -1.598)  0.346
H (-4.375, 0.630, -3.076)  0.476
H (-5.777, -1.833, 2.822)  0.319
H (-5.490, -2.277, 4.504)  0.474
H (-4.664, -3.149, 3.200)  0.363
H (-5.062, 0.569, 3.144)  0.278
H (-3.577, 0.942, 4.019)  0.210
H (-4.950, 0.213, 4.876)  0.484
H (-2.497, -2.597, 4.571)  0.380
H (-3.527, -1.690, 5.685)  0.481
H (-2.136, -0.909, 4.941)  0.162
H (2.794, 3.544, 2.835)  0.250
H (2.910, 4.810, 1.196)  0.272
H (2.496, 4.233, -0.425)  0.172
H (4.039, 5.062, -0.141)  0.489
H (4.990, 3.705, 2.387)  0.261
H (5.952, 3.883, 0.913)  0.480
H (5.734, 2.284, 1.645)  0.355
H (3.602, 2.246, -1.440)  0.022
H (5.061, 1.577, -0.698)  0.342
H (5.053, 3.254, -1.287)  0.531
O (1.007, 3.105, -2.028)  -0.665
S (0.119, 1.982, -2.215)  1.143
O (-1.092, 1.978, -1.440)  -0.698
O (0.895, 0.720, -2.124)  0.727
C (-0.351, 2.094, -3.968)  0.031
C (-0.650, 3.409, -4.321)  -1.017
C (-0.805, 3.796, -5.639)  -0.769
C (-0.624, 2.864, -6.645)  -0.547
C (-0.371, 1.544, -6.317)  -0.654
C (-0.268, 1.126, -4.989)  0.173
S (-0.239, -0.683, -4.837)  1.460
O (-1.445, -1.053, -4.132)  -0.764
O (-0.095, -1.172, -6.182)  -0.802
O (0.952, -1.060, -4.000)  -0.927
H (-0.714, 4.144, -3.529)  0.489
H (-1.033, 4.827, -5.876)  0.384
H (-0.693, 3.156, -7.685)  0.383
H (-0.285, 0.795, -7.089)  0.575
C (4.839, -1.645, -2.551)  -1.018
C (3.539, -1.125, -2.506)  -0.353
N (2.511, -1.877, -2.165)  0.714
C (2.714, -3.189, -1.905)  -0.411
C (3.974, -3.787, -1.904)  1.029
C (5.060, -2.962, -2.227)  -0.915
C (4.052, -5.195, -1.622)  -0.847
C (2.937, -5.931, -1.417)  -1.021
C (1.625, -5.333, -1.480)  1.046
C (0.417, -6.031, -1.349)  -0.853
C (-0.778, -5.342, -1.464)  -1.074
C (-0.770, -3.968, -1.696)  -0.591
N (0.365, -3.279, -1.812)  1.249
C (1.542, -3.960, -1.710)  0.167
H (5.653, -0.990, -2.827)  0.443
H (3.323, -0.092, -2.737)  0.524
H (6.063, -3.374, -2.236)  0.407
H (5.029, -5.662, -1.584)  0.412
H (3.010, -6.992, -1.212)  0.398
H (0.428, -7.099, -1.167)  0.425
H (-1.729, -5.848, -1.375)  0.517
H (-1.681, -3.395, -1.782)  0.485